No. 1
The following is a DFT calculation (ωB97M-V/def2-TZVPD) of a structure of composition C42H51BrN6O8P2W in a non-equilibrium geometry.

```
111
Properties=species:S:1:pos:R:3:forces:R:3
W -0.15613 0.46241 1.25164 -0.4 -1.3 -1.3
C 2.53669 -0.74530 4.45566 0.0 -0.1 0.1
C 1.39224 -0.52592 3.53889 0.0 -0.2 0.4
N 1.50605 -0.04854 2.35780 0.7 0.3 0.1
N 2.72736 0.33381 1.85566 0.1 -0.1 -0.2
C 2.55694 0.98820 0.73803 -0.1 -0.2 0.2
O 1.35361 1.26173 0.26174 0.6 0.4 -0.2
C 3.71336 1.42683 -0.04399 0.1 0.0 0.0
C 5.00588 1.10350 0.37129 0.0 0.0 0.0
C 6.09047 1.50091 -0.38988 0.0 0.0 0.0
C 5.88997 2.21324 -1.56706 0.0 0.0 0.0
C 4.60368 2.53579 -1.98200 0.0 0.0 0.0
C 3.51386 2.14673 -1.22023 0.0 0.1 0.0
C -0.01456 -0.72790 3.94038 0.3 -0.2 0.0
C -0.39299 -1.21300 5.17316 0.2 -0.1 0.4
C -1.73709 -1.23966 5.51291 0.1 -0.1 0.1
C -2.66316 -0.75711 4.60780 -0.1 0.0 0.0
C -2.21698 -0.31297 3.37873 -0.1 -0.2 -0.1
N -0.92874 -0.34643 3.02949 -0.6 0.0 0.7
H 3.46223 -0.47995 3.95748 0.0 0.0 0.0
H 2.58395 -1.78776 4.77935 0.0 0.0 0.0
H 2.41983 -0.12275 5.34675 0.0 0.0 0.0
H 5.14665 0.54166 1.28507 0.0 0.0 0.0
H 7.09470 1.26083 -0.06510 0.0 0.0 0.0
H 6.74101 2.51987 -2.16226 0.0 0.0 0.0
H 4.45268 3.09542 -2.89509 0.0 0.0 0.0
H 2.50571 2.40360 -1.52365 0.1 0.0 0.0
H 0.36942 -1.53376 5.87144 -0.1 0.0 0.0
H -2.05569 -1.61242 6.47762 0.0 0.0 0.0
H -3.71616 -0.71979 4.84871 0.0 0.0 0.0
H -2.89895 0.06330 2.63014 -0.1 0.0 -0.1
C -2.52201 -5.06177 1.95405 0.0 0.1 -0.1
C -1.53047 -4.08102 2.53415 0.1 0.0 0.0
C -0.11981 -4.61458 2.59915 0.1 0.0 0.0
O -1.44915 -2.80030 1.79624 -0.2 0.0 0.0
P -1.96635 -2.26222 0.44043 0.2 -0.1 0.2
O -1.67652 -0.77869 0.32539 -0.3 0.2 0.6
C -1.04271 -3.11207 -0.83564 0.2 0.0 -0.1
P 0.64400 -2.41094 -0.85680 0.0 -0.3 -0.3
O 0.80633 -1.44109 0.25725 0.1 0.6 0.3
O 1.68841 -3.54364 -0.67627 0.0 -0.1 0.1
C 1.98709 -4.76364 -1.45865 0.0 0.0 0.0
C 1.36864 -4.76755 -2.83947 -0.1 0.0 0.0
C 1.57967 -5.95411 -0.62321 0.0 -0.1 0.0
O 0.74001 -1.80258 -2.28672 -0.2 0.2 -0.1
C 1.64431 -0.68347 -2.66380 0.1 0.0 0.0
C 2.41783 -1.12674 -3.88227 0.0 0.0 0.0
C 0.78187 0.53178 -2.90507 -0.1 -0.1 -0.1
O -3.47440 -2.60810 0.39160 -0.2 0.1 -0.3
C -4.55776 -2.02153 -0.44337 0.1 0.1 0.0
C -4.99605 -0.71219 0.17277 0.0 0.0 0.1
C -4.12980 -1.91207 -1.88976 0.1 0.0 0.0
H -2.56922 -5.92425 2.61962 0.0 0.0 0.0
H -2.20993 -5.41941 0.96870 0.0 0.0 0.1
H -3.52155 -4.63897 1.87675 0.0 0.0 0.0
H -1.86070 -3.76868 3.52299 0.0 0.1 0.0
H 0.20886 -4.96196 1.61808 0.0 0.0 0.0
H -0.07625 -5.45567 3.29286 0.0 0.0 0.0
H 0.57201 -3.84290 2.94114 0.0 0.0 0.0
H -1.48979 -2.98217 -1.82178 0.0 0.0 0.1
H -1.02241 -4.17598 -0.58937 0.0 0.0 -0.1
H 3.07077 -4.73697 -1.54190 0.1 0.1 0.0
H 0.27548 -4.76388 -2.79285 0.0 0.0 0.0
H 1.67368 -5.68587 -3.34154 0.0 0.0 0.0
H 1.69510 -3.92533 -3.44439 0.0 0.0 0.0
H 0.49092 -6.05353 -0.56830 0.1 0.0 0.0
H 1.98976 -5.88498 0.38395 0.0 0.0 0.0
H 1.97010 -6.86159 -1.08528 0.0 0.0 0.0
H 2.32364 -0.51800 -1.82758 0.0 0.0 0.1
H 1.73641 -1.41071 -4.68647 0.0 0.0 0.0
H 3.07732 -1.96692 -3.65712 -0.1 0.0 0.0
H 3.03809 -0.29907 -4.23063 0.0 0.0 0.0
H 0.00148 0.29006 -3.63094 0.0 0.0 0.0
H 1.38620 1.34548 -3.30915 0.0 0.0 0.0
H 0.32417 0.87380 -1.97897 0.0 0.0 0.0
H -5.34408 -2.76366 -0.34194 0.0 -0.1 0.0
H -4.16745 -0.00252 0.21041 0.0 0.0 -0.1
H -5.37891 -0.86629 1.18265 0.0 0.0 0.0
H -5.79483 -0.28100 -0.43084 0.0 0.0 0.0
H -3.31875 -1.18592 -2.01080 -0.1 0.0 0.0
H -4.97578 -1.56861 -2.48458 0.0 0.0 0.0
H -3.81596 -2.87837 -2.28700 0.0 0.0 0.0
Br 1.96720 4.14220 -4.88070 0.1 -0.1 0.0
C 0.91862 5.11526 -3.64787 0.1 0.0 0.1
C -0.27157 5.67643 -4.07073 -0.1 0.0 0.0
C -1.05230 6.36470 -3.15411 -0.1 0.0 -0.2
C -0.67313 6.44129 -1.82402 -0.2 0.1 0.1
C 0.55740 5.92553 -1.42282 0.0 0.1 0.1
C 1.36125 5.26778 -2.33974 -0.1 0.0 0.0
N -1.59438 7.16794 -0.97371 0.5 -0.1 0.2
N -1.86249 6.81094 0.18213 -0.1 -0.1 -0.3
C -1.42218 5.55727 0.72640 0.0 0.0 -0.2
C -0.88676 5.56992 1.98378 0.2 0.1 0.2
C -0.41765 4.39463 2.60822 0.1 0.4 0.1
C -0.52825 3.20634 1.95457 -0.1 -0.2 -0.2
O -0.11583 2.02754 2.43792 -0.1 0.0 0.1
C -1.19234 3.15302 0.71360 0.0 0.1 0.0
N -1.36376 1.89132 0.20584 -0.1 0.6 -0.3
C -2.01931 1.77237 -0.92969 -0.2 -0.1 -0.3
C -2.56183 2.86758 -1.61173 0.0 -0.1 -0.1
C -2.38986 4.12998 -1.11605 0.0 0.1 0.0
C -1.65848 4.31117 0.07756 -0.2 0.1 0.0
H -0.57950 5.59295 -5.10406 0.0 0.0 0.0
H -1.98012 6.83272 -3.46213 0.0 0.0 0.0
H 0.90616 6.06069 -0.40785 0.0 0.0 0.0
H 2.32553 4.87825 -2.04177 0.0 0.0 0.0
H -0.79713 6.52612 2.48600 0.0 -0.1 0.0
H 0.04142 4.42887 3.58839 0.0 0.0 0.0
H -2.13475 0.76794 -1.30945 0.0 0.0 0.0
H -3.11890 2.69865 -2.52372 0.0 0.0 0.0
H -2.82436 4.97643 -1.63045 0.0 0.0 0.1
```
Positions in Å, forces in eV/Å.

Results
Electronic energy in eV: -160142.723
HOMO energy (spin up / spin down) in eV: -12.01 / -12.21
Charge: +2
Multiplicity: 3
Relative energy (zero: lowest compared OMol25 entry of this formula, charge and spin) in kJ/mol: 92.3
Expectation value of S²: 2.02

Here are the Löwdin charges for atoms 1 to 6, given in e: number 1, W, carries 1.786; number 2, C, carries 0.018; number 3, C, carries -0.215; number 4, N, carries -0.111; number 5, N, carries 0.136; number 6, C, carries -0.373

---

No. 2
The following is a DFT calculation (ωB97M-V/def2-TZVPD) of a structure of composition C42H51F4N4OPSi5V in a non-equilibrium geometry.

```
109
Properties=species:S:1:pos:R:3:forces:R:3
V -0.29510 -0.11680 -0.10070 1.1 -3.5 2.1
C 1.97550 -1.00460 5.19210 0.0 0.1 -0.7
Si 2.17680 -0.91010 3.28630 0.2 -0.1 0.5
C 2.39740 -2.72780 2.67840 -0.2 0.6 0.0
C 3.80390 0.05580 2.98140 -0.6 -0.2 -0.1
Si 0.20430 0.12800 2.32670 0.0 0.0 0.8
Si -1.65430 -1.14390 3.23490 -0.1 -0.1 0.2
C -3.25430 -0.51290 2.39420 0.5 -0.2 0.1
C -1.94880 -1.03210 5.12040 0.2 0.1 -0.6
C -1.49430 -3.01890 2.87260 0.1 0.6 -0.1
Si -0.05320 2.43940 3.02990 0.1 -0.1 0.4
C 1.30670 3.54830 2.26990 -0.5 -0.4 0.2
C 0.05890 2.54250 4.94160 0.0 0.0 -0.7
C -1.76950 3.10130 2.52180 0.5 -0.3 0.0
H 2.83800 -1.44370 5.68760 0.2 -0.1 -0.1
H 1.10790 -1.60210 5.45140 -0.2 -0.1 0.0
H 1.82420 -0.01590 5.61260 0.0 0.2 0.1
H 3.44020 -2.99590 2.52650 0.2 0.1 0.0
H 1.87840 -2.87610 1.73570 -0.1 0.0 -0.2
H 1.97830 -3.44220 3.38120 -0.1 0.0 0.2
H 4.68490 -0.53010 3.23300 0.0 -0.2 0.1
H 3.83440 0.95960 3.58230 -0.1 0.2 0.1
H 3.89470 0.35200 1.94180 0.0 0.1 -0.3
H -3.59760 0.41780 2.83410 0.0 0.2 0.1
H -4.06590 -1.23130 2.47570 -0.1 -0.2 0.1
H -3.08290 -0.32200 1.33430 0.0 0.0 -0.1
H -2.12980 -0.00740 5.42160 -0.1 0.3 0.1
H -1.09790 -1.39070 5.68770 0.2 -0.1 0.1
H -2.81090 -1.62180 5.41810 -0.2 -0.2 -0.1
H -1.19180 -3.17850 1.84190 0.1 -0.1 -0.1
H -2.43530 -3.54210 3.01920 -0.3 0.0 0.1
H -0.75300 -3.49630 3.50450 0.2 0.0 0.2
H 2.30110 3.20950 2.54390 0.2 -0.1 0.1
H 1.21390 4.58050 2.59670 -0.1 0.2 0.1
H 1.24030 3.54110 1.18560 0.0 0.0 -0.2
H 1.02480 2.21200 5.30880 0.2 -0.1 0.0
H -0.69680 1.92010 5.41060 -0.2 -0.2 0.0
H -0.09390 3.55900 5.29350 0.0 0.3 0.0
H -2.04130 2.72000 1.54290 -0.1 0.0 -0.1
H -1.79740 4.18670 2.46830 0.1 0.2 0.0
H -2.54390 2.79360 3.21820 -0.1 -0.1 0.2
C 3.23170 -1.40000 -0.67010 -0.6 0.5 -0.1
Si 1.92940 -0.04960 -1.13950 1.2 0.0 -0.6
C 2.77620 1.65640 -0.82440 -0.4 -0.6 -0.1
C 1.77350 -0.22250 -3.05940 0.0 0.1 0.7
H 4.21070 -1.10690 -1.03690 0.2 0.1 -0.1
H 2.98840 -2.35330 -1.12870 -0.1 -0.2 -0.1
H 3.31740 -1.55360 0.39870 0.0 0.0 0.2
H 3.78160 1.67520 -1.23590 0.2 -0.1 -0.1
H 2.84500 1.89850 0.23250 0.0 0.0 0.2
H 2.21010 2.45120 -1.30260 -0.1 0.1 -0.1
H 2.71960 -0.01040 -3.55050 0.2 0.1 0.0
H 1.04710 0.47540 -3.46950 -0.1 0.1 -0.1
H 1.48150 -1.22880 -3.35370 -0.1 -0.2 0.0
O -0.92280 -1.92440 -0.27350 0.3 0.8 0.3
P -1.66190 -2.98080 -1.02660 -1.2 -1.8 -1.1
C -0.55990 -4.39430 -1.28490 -0.3 0.5 0.2
C 0.74360 -4.28440 -0.82400 -0.1 0.3 0.1
C 1.63220 -5.32510 -1.01020 0.1 -0.1 0.0
C 1.21760 -6.47690 -1.65690 0.1 0.1 0.0
C -0.08500 -6.58600 -2.12000 -0.1 -0.1 -0.1
C -0.97840 -5.54610 -1.93920 -0.1 0.0 0.0
C -2.26850 -2.45920 -2.65350 0.2 0.0 0.6
C -1.65690 -1.42150 -3.34280 0.1 0.0 0.2
C -2.07510 -1.10660 -4.62490 0.0 0.1 -0.1
C -3.10890 -1.82230 -5.20900 0.0 0.0 0.0
C -3.73040 -2.85020 -4.51380 0.0 0.0 -0.1
C -3.30940 -3.17310 -3.23850 0.0 -0.1 0.1
C -3.15570 -3.52840 -0.14650 0.6 0.2 -0.3
C -4.21100 -2.62550 -0.08270 0.0 0.0 -0.1
C -5.34280 -2.93790 0.64580 0.0 0.0 0.0
C -5.42440 -4.15730 1.30100 0.0 -0.1 0.0
C -4.38720 -5.07240 1.20900 0.0 -0.1 0.1
C -3.24650 -4.75910 0.48920 0.1 -0.1 -0.1
H 1.04170 -3.37450 -0.32180 0.1 0.0 0.0
H 2.64440 -5.22930 -0.65380 0.2 0.0 0.1
H 1.91470 -7.28660 -1.80730 0.0 -0.1 0.0
H -0.39990 -7.48440 -2.62800 -0.1 -0.1 0.0
H -1.99500 -5.62280 -2.29860 -0.1 -0.1 -0.1
H -0.85200 -0.86380 -2.87680 0.1 0.0 -0.1
H -1.59600 -0.29850 -5.15850 0.0 0.0 0.0
H -3.43240 -1.58020 -6.21100 0.0 0.0 0.0
H -4.54560 -3.39640 -4.96470 0.0 0.0 0.0
H -3.79320 -3.96560 -2.68400 -0.1 0.0 0.0
H -4.14000 -1.68510 -0.61430 -0.1 0.1 0.0
H -6.15740 -2.23310 0.70930 -0.1 0.1 0.0
H -6.30700 -4.40140 1.87360 -0.1 0.0 0.0
H -4.46420 -6.02960 1.70590 0.0 0.0 0.0
H -2.43560 -5.47050 0.40760 0.0 0.0 0.1
F -1.74670 4.99440 -4.62660 -0.2 0.1 0.5
C -2.38040 5.08580 -3.44360 0.1 0.0 -0.2
C -3.09150 6.22940 -3.15760 0.0 0.2 -0.3
F -3.11580 7.20850 -4.07690 0.1 -0.5 0.4
C -3.76400 6.42460 -1.92390 0.2 -0.4 -0.1
C -3.70560 5.32630 -1.03080 -0.1 0.0 0.4
C -3.00040 4.18990 -1.32910 -0.1 -0.2 0.2
F -3.03140 3.15400 -0.45420 -0.1 0.7 -0.4
C -2.26890 4.03550 -2.51840 -0.2 0.3 0.2
C -1.42330 2.88270 -2.68730 -0.3 0.3 0.3
C -1.00990 2.15390 -1.61990 0.3 -0.1 0.6
N -0.59700 1.50920 -0.71970 -1.0 3.7 -2.1
C -0.98920 2.39040 -3.92520 0.2 -0.4 -0.8
N -0.65680 1.85590 -4.89000 0.1 0.1 -0.1
F -4.35640 5.37860 0.14500 0.3 0.0 -0.6
C -4.44340 7.62150 -1.60430 0.2 -0.4 -0.2
C -5.04720 7.86710 -0.36470 -0.3 0.0 0.7
N -5.56180 8.14750 0.62680 0.0 0.0 0.1
C -4.59740 8.69080 -2.49480 -0.1 0.5 -0.5
N -4.78940 9.60660 -3.16600 0.0 0.1 -0.1
```
Positions in Å, forces in eV/Å.

Results
Electronic energy in eV: -137624.482
HOMO energy (spin up / spin down) in eV: -7.87 / -7.46
Charge: 0
Multiplicity: 4
Relative energy (zero: lowest compared OMol25 entry of this formula, charge and spin) in kJ/mol: 10.9
Expectation value of S²: 3.88

Here are the Löwdin charges for atoms 1 to 6, given in e: number 1, V, carries 0.400; number 2, C, carries -0.217; number 3, Si, carries 0.412; number 4, C, carries -0.217; number 5, C, carries -0.215; number 6, Si, carries 0.404